# 1
Computed, not measured: a cluster of 10 separate species, C40H50F30O20 in total, with the ωB97M-V functional and the def2-TZVPD basis.

Last column: Mulliken charge in e.
Geometry (Å):
H: 1.15 23.16 -4.79  0.27
F: 3.53 26.37 -8.17  -0.21
O: 3.41 15.50 -5.87  -0.52
C: 2.56 27.09 -12.51  0.06
F: 5.86 19.11 -5.21  -0.32
H: -2.89 15.95 -14.57  0.33
F: 2.02 24.61 -0.81  -0.25
O: 3.19 19.36 -12.96  -0.63
H: 2.25 17.25 -9.67  -0.13
O: 5.29 25.24 -11.14  -0.36
H: 6.28 25.10 -5.07  0.31
C: 3.20 24.77 -2.89  0.40
F: 1.40 21.47 -13.61  -0.28
C: 3.29 20.50 -12.60  0.47
H: 1.48 25.81 -5.18  0.55
C: 2.01 19.23 -8.99  -0.38
C: 5.68 12.06 -12.83  -1.05
C: 6.19 15.85 -10.67  0.80
C: 3.52 19.37 -5.13  0.39
H: -1.32 16.11 -15.39  0.31
C: 2.48 27.05 -10.15  0.43
H: 7.59 12.82 -13.50  0.35
C: 6.94 24.72 -9.03  0.72
F: 3.85 23.03 -7.27  0.11
C: 10.16 25.91 -5.94  0.89
C: 6.46 20.80 -11.12  -0.37
H: 0.78 16.95 -6.06  0.12
F: 4.37 22.41 -9.30  0.18
H: 6.16 20.91 -13.26  0.38
F: 2.68 23.73 -8.93  -0.16
F: 5.55 13.42 -5.07  -0.27
F: 10.23 25.18 -7.05  -0.21
F: 10.38 27.18 -6.25  -0.26
H: 5.72 11.36 -13.66  0.38
H: 2.95 25.42 -5.87  0.14
H: 3.64 17.78 -8.76  0.04
F: 2.38 22.66 -12.10  -0.25
O: 8.41 26.55 -4.39  -0.52
C: -1.87 15.58 -14.62  -0.22
O: 1.48 26.39 -10.13  -0.58
F: 6.61 14.50 -6.62  -0.23
O: 0.72 16.37 -14.37  -0.51
H: 6.08 11.55 -11.95  0.30
C: 2.03 23.79 -4.70  0.52
C: 7.10 26.08 -8.38  -1.12
H: 6.19 13.71 -14.11  0.29
H: 6.02 20.32 -10.24  0.02
H: 3.38 18.32 -10.44  -0.33
H: 4.49 26.84 -13.40  0.03
C: 4.26 14.84 -6.39  0.39
O: 3.06 27.52 -11.24  -0.29
C: 6.60 13.20 -13.24  -0.26
F: 1.92 15.90 -11.96  -0.10
H: 6.63 26.85 -8.99  0.34
F: 8.30 24.43 -12.72  -0.27
F: 4.76 18.27 -6.86  -0.20
H: 6.66 26.06 -7.38  0.11
H: -0.54 17.54 -5.08  0.44
H: 1.53 19.02 -8.04  -0.45
C: 1.99 24.96 -5.65  -1.18
H: 1.92 13.24 -9.81  0.37
O: 2.13 24.15 -3.32  -0.37
C: 2.90 18.11 -9.48  0.43
H: 3.44 13.90 -10.28  -0.07
C: 2.07 21.42 -12.46  0.86
O: 3.42 20.21 -4.28  -0.64
O: -1.21 15.76 -13.37  -0.27
F: 2.36 28.18 -8.09  -0.28
H: 7.51 20.53 -11.19  0.58
C: 3.38 22.68 -8.48  1.00
O: 6.85 14.16 -12.20  -0.31
H: -1.01 13.67 -15.27  0.29
F: 4.93 20.43 -6.66  -0.22
C: 8.83 25.75 -5.17  0.35
C: 1.39 18.44 -4.70  -0.40
H: 1.22 19.39 -9.72  0.54
C: -1.97 14.09 -14.97  -1.14
C: 2.89 14.26 -8.21  0.53
H: 5.89 24.41 -8.97  -0.56
H: 8.17 26.29 -8.28  0.23
C: 5.67 20.49 -12.38  -0.32
F: 3.08 26.44 -1.25  -0.25
F: 0.51 17.50 -11.55  -0.24
H: 4.67 12.41 -12.63  0.28
H: 7.50 23.97 -8.48  0.54
F: 1.24 20.91 -11.53  -0.25
O: 4.11 14.10 -7.48  -0.31
C: 6.97 24.59 -12.73  0.64
F: 11.14 25.49 -5.11  -0.26
F: 5.92 15.54 -4.87  -0.22
H: -2.67 13.93 -15.78  0.40
O: 4.41 21.15 -12.31  -0.06
O: 2.84 20.41 -8.97  0.44
C: 3.18 27.46 -8.85  0.91
F: 4.29 28.19 -9.07  -0.26
F: -0.01 15.45 -11.11  -0.31
H: 3.39 12.43 -9.22  0.34
O: 8.28 24.57 -5.43  -0.24
H: 6.44 21.87 -10.88  -0.43
F: 5.73 15.30 -9.54  -0.12
C: 6.43 24.91 -11.32  0.42
H: 1.54 17.75 -3.86  0.31
F: 5.63 17.04 -10.81  -0.13
H: 0.03 18.57 -6.39  0.22
C: 3.58 27.40 -13.58  -0.95
C: 5.83 14.93 -11.86  0.23
H: 3.80 28.47 -13.61  0.33
C: 2.94 13.40 -9.45  -0.91
H: 6.88 22.15 -5.22  0.43
O: 7.35 24.73 -10.40  -0.34
O: 4.75 14.93 -12.37  -0.48
H: 5.36 23.04 -5.16  -0.23
C: 0.34 17.86 -5.63  -0.94
F: 6.70 25.59 -13.58  -0.27
H: 6.40 23.24 -6.60  -0.26
C: 4.79 19.28 -5.99  0.98
H: 2.02 14.04 -7.58  0.55
F: 6.42 23.48 -13.20  -0.14
H: 7.13 24.16 -3.78  0.51
F: 4.18 24.64 -0.76  -0.25
H: 2.43 26.00 -12.48  -0.03
H: 1.40 24.77 -6.55  0.37
F: 7.51 16.00 -10.56  -0.29
H: 2.78 15.31 -8.50  -0.50
C: 6.99 24.31 -4.85  -0.80
H: 2.88 23.14 -4.98  -0.27
H: 5.62 19.41 -12.48  0.32
C: 0.07 16.10 -13.40  -0.01
H: 1.16 19.44 -4.35  0.42
H: -2.31 13.56 -14.08  0.29
C: 0.65 16.24 -11.98  1.20
O: 1.35 21.62 -7.78  -0.55
C: 3.11 25.11 -1.40  0.79
O: 2.64 18.43 -5.43  -0.07
H: 1.58 27.54 -12.66  0.45
O: 4.16 25.10 -3.55  -0.54
H: 3.17 27.08 -14.54  0.40
C: 5.62 14.57 -5.72  0.90
C: 6.39 23.08 -5.52  0.26
C: 2.40 21.48 -8.34  -0.78

Net charge: 0
Lowest unoccupied orbital energy: 0.4508 eV
HOMO level: -11.02 eV
SMILES: CCOC(=O)C(F)(F)F.CCOC(=O)C(F)(F)F.CCOC(=O)C(F)(F)F.CCOC(=O)C(F)(F)F.CCOC(=O)C(F)(F)F.CCOC(=O)C(F)(F)F.CCOC(=O)C(F)(F)F.CCOC(=O)C(F)(F)F.CCOC(=O)C(F)(F)F.CCOC(=O)C(F)(F)F
Gap between HOMO and LUMO: 0.4215 hartree



# 2
Computed, not measured: a structure of composition C24H27ClKN4O2S2, with the ωB97M-V functional and the def2-TZVPD basis.

Last column: Mulliken charge in e.
Geometry (Å):
H: 8.40 -0.82 -1.25  0.31
C: 6.33 -0.51 -1.68  0.72
K: -0.56 0.16 -0.09  1.02
H: -2.97 -3.18 0.33  0.19
H: 1.73 2.92 0.83  0.34
H: -2.34 3.22 -2.19  0.38
S: 1.07 -2.86 -0.39  -0.48
C: 1.49 3.03 -0.22  -1.11
H: 3.73 -7.96 -4.73  0.36
H: 9.15 -0.49 -3.58  0.35
C: -2.78 2.14 0.75  -0.38
H: 5.08 -4.17 1.24  0.27
C: 2.97 -6.18 -3.80  -0.66
C: 5.51 -3.11 -0.57  -0.65
C: -2.74 2.80 -1.28  -0.30
C: 3.80 -8.08 -2.59  -0.53
O: -4.86 -0.57 0.87  -0.84
C: 3.56 -1.70 -0.11  -0.04
C: -3.96 -2.73 0.40  -0.26
H: -4.84 2.18 -1.71  0.40
S: 2.88 -0.13 -0.03  -0.33
H: 1.64 -5.19 -0.01  0.40
H: 5.17 -5.19 -0.21  0.44
C: 5.86 -0.73 -0.25  -1.63
H: 4.34 -0.17 -2.41  0.31
C: 2.70 -5.40 -0.10  -1.68
N: -4.02 1.91 0.26  -0.05
H: 5.33 0.15 0.11  0.49
C: -3.99 2.31 -1.06  -0.51
H: 2.75 -5.68 -4.74  0.37
H: 3.75 -7.90 -0.44  0.32
N: -1.96 2.67 -0.13  -0.37
H: 5.07 0.16 -4.76  0.37
C: 2.71 -5.52 -2.61  -0.18
C: -3.85 -1.21 0.51  0.45
H: 7.48 0.01 -5.35  0.36
H: 4.23 -9.07 -2.58  0.36
C: 2.76 -2.90 -0.17  0.13
C: 2.98 -6.14 -1.39  0.75
C: 3.53 -7.42 -1.39  -0.29
N: 3.40 -4.13 -0.03  0.24
H: 2.28 -4.52 -2.60  0.37
H: -4.57 1.11 0.61  0.44
C: 7.67 -0.60 -2.02  -0.36
C: 7.16 -0.13 -4.32  -0.37
C: 5.40 -0.23 -2.68  0.01
C: 4.83 -4.22 0.17  -0.76
H: 6.73 -0.90 0.39  0.43
H: 6.58 -3.12 -0.36  0.47
H: 2.19 2.67 -0.97  0.35
C: 5.81 -0.05 -3.99  -0.70
H: 3.00 -6.02 0.75  0.40
H: 0.60 3.57 -0.51  0.42
Cl: -4.82 -3.48 1.79  -0.24
H: -2.51 1.87 1.76  0.45
O: -2.73 -0.72 0.18  -0.63
C: 3.52 -7.46 -3.80  -0.37
H: 5.37 -3.26 -1.65  0.27
C: 8.09 -0.41 -3.33  -0.56
N: 4.96 -1.85 -0.11  0.10
H: -4.53 -2.97 -0.49  0.25

Net charge: -1
Lowest unoccupied orbital energy (spin up / spin down): 2.3363 / 2.3042 eV
HOMO level (spin up / spin down): -4.47 / -3.10 eV
Gap between HOMO and LUMO (spin up / spin down): 0.2501 / 0.1984 hartree



# 3
Computed, not measured: a cluster of 14 separate species, C41H116N16O20 in total, with the ωB97M-V functional and the def2-TZVPD basis.

Last column: Mulliken charge in e.
Geometry (Å):
H: -6.42 18.35 5.08  0.30
H: -19.39 15.35 8.50  0.43
H: -10.89 24.66 18.26  0.21
N: -4.13 18.46 3.84  -0.38
H: -20.79 28.04 14.62  0.36
C: -8.56 30.50 13.71  0.67
H: -23.54 32.13 10.02  0.31
N: -14.56 12.12 13.33  -0.26
C: -17.34 15.55 8.94  -0.53
H: -9.79 23.93 19.36  0.16
N: -15.88 31.05 12.28  -0.34
O: -14.97 30.79 15.89  -0.37
H: -14.11 7.22 13.30  0.35
H: -18.41 15.71 7.01  0.37
O: -16.31 21.40 6.66  -0.62
C: -20.71 27.76 13.57  -0.79
N: -18.26 24.30 19.70  -0.38
H: -13.74 27.21 5.12  0.31
O: -18.09 22.26 11.13  -0.65
H: -22.83 33.41 11.05  0.31
C: -7.93 20.19 6.29  -0.71
H: -22.77 27.02 13.44  0.37
H: -15.21 23.33 12.82  0.13
C: -15.62 31.19 14.67  -0.58
O: -23.32 31.59 12.04  -0.33
O: -2.75 24.81 20.51  -0.32
H: -4.58 20.59 3.88  0.44
H: -13.88 11.46 11.56  0.42
C: -2.09 17.73 2.60  -0.78
H: -14.28 30.87 10.88  0.44
H: -8.13 20.49 7.31  0.26
O: -4.77 24.20 14.74  -0.29
H: -5.30 24.09 20.20  0.36
H: -19.07 12.80 3.47  0.29
H: -13.08 9.91 13.41  0.25
H: -14.69 22.74 5.30  0.19
H: -2.44 23.13 19.25  0.38
H: -14.15 15.57 15.70  0.33
H: -15.52 7.21 14.37  0.24
H: -17.41 14.90 9.81  0.29
H: -12.26 22.23 21.20  0.21
H: -16.64 11.58 5.71  0.40
C: -6.15 19.39 4.89  -0.46
C: -17.56 11.93 6.17  -0.75
H: -15.65 16.26 15.15  0.24
H: -16.50 13.21 7.49  0.22
H: -14.04 31.03 13.23  0.27
H: -14.45 16.69 8.64  0.27
H: -12.92 24.62 11.01  0.21
H: -4.94 22.80 19.15  0.46
N: -7.68 31.28 14.29  -0.38
C: -15.12 16.30 9.40  -0.81
C: -5.58 24.43 13.65  -0.74
H: -14.44 23.74 11.04  0.15
H: -4.72 23.19 16.91  0.33
C: -2.88 18.90 3.18  -0.51
N: -18.25 22.24 19.88  -0.42
H: -12.80 26.89 6.27  0.32
C: -15.07 7.69 13.50  -0.84
H: -16.39 32.00 9.84  0.30
H: -22.56 24.39 11.65  0.34
H: -19.36 13.40 7.10  0.27
H: -17.25 24.22 19.67  0.18
H: -14.95 29.52 13.33  0.34
H: -18.80 25.15 19.61  0.22
H: -22.80 25.51 10.28  0.30
N: -9.21 29.69 14.50  -0.37
C: -4.67 19.66 4.45  -0.64
C: -22.61 25.44 11.36  -0.88
H: -17.32 22.40 20.23  0.18
H: -4.31 25.58 18.48  0.28
H: -14.27 21.27 4.46  0.13
C: -13.64 24.42 12.76  0.71
H: -17.15 29.02 8.17  0.31
C: -1.43 15.57 3.44  -0.75
H: -15.29 19.07 6.56  0.19
N: -14.51 23.75 13.41  -0.34
H: -1.01 23.86 21.18  0.34
H: -1.20 17.94 2.02  0.42
H: -21.54 25.94 13.92  0.41
H: -0.71 15.42 2.63  0.31
C: -17.32 13.31 6.77  -0.19
H: -1.24 25.48 21.83  0.25
C: -22.13 30.84 11.84  -0.44
C: -15.41 20.97 6.03  0.67
C: -15.29 13.06 15.53  -0.64
H: -2.33 15.09 3.04  0.32
H: -15.11 28.79 15.57  0.27
H: -16.73 28.21 9.73  0.31
H: -17.65 16.54 9.28  0.46
H: -5.16 23.85 12.83  0.25
C: -17.38 28.92 9.23  -0.75
H: -14.60 13.06 12.94  0.24
N: -11.55 22.77 20.72  -0.37
N: -15.05 19.74 5.85  -0.33
H: -21.33 31.49 12.20  0.30
O: -12.76 25.05 13.32  -0.72
H: -15.64 30.67 8.92  0.38
H: -18.72 22.98 11.03  0.31
C: -15.31 30.55 11.04  -0.44
H: -9.67 28.07 7.97  0.31
H: -16.38 29.44 16.56  0.27
N: -14.72 21.73 5.24  -0.38
C: -15.23 15.43 15.73  -0.79
H: -6.56 24.04 13.92  0.32
C: -18.49 15.12 7.92  -0.77
H: -15.43 10.70 11.80  0.29
H: -14.54 23.78 14.41  0.21
C: -14.55 11.08 12.33  -0.75
N: -18.52 13.75 7.55  -0.37
H: -22.31 29.85 13.77  0.31
H: -22.10 30.53 10.80  0.33
O: -14.93 9.09 13.72  -0.29
O: -17.45 30.22 9.82  -0.28
N: -13.71 24.25 11.52  -0.35
C: -16.18 30.93 9.83  -0.66
C: -23.47 32.53 11.03  -0.80
H: -8.29 21.02 5.68  0.29
O: -18.62 12.00 5.21  -0.37
H: -16.76 30.58 12.46  0.22
H: -2.74 17.16 1.94  0.39
H: -3.94 17.76 4.53  0.26
C: -11.75 23.37 19.58  0.62
H: -3.13 19.56 2.35  0.38
H: -3.32 24.45 17.03  0.23
O: -1.55 16.91 3.69  -0.32
H: -22.94 28.86 12.52  0.26
H: -7.59 31.28 15.29  0.17
C: -14.01 9.74 12.87  -0.60
H: -18.38 28.48 9.29  0.23
H: -24.38 33.14 11.09  0.31
O: -13.41 26.48 5.65  -0.64
C: -1.39 24.85 20.95  -0.78
H: -14.84 29.27 17.30  0.24
H: -6.79 19.76 4.08  0.26
H: -5.66 25.46 13.28  0.28
H: -1.04 15.01 4.29  0.26
H: -9.03 29.66 15.49  0.16
H: -9.73 28.92 14.12  0.22
N: -10.75 24.09 19.08  -0.36
H: -18.73 21.39 20.14  0.24
H: -17.91 11.52 3.28  0.28
H: -15.50 17.21 9.88  0.35
H: -13.82 9.07 12.04  0.55
H: -8.47 19.27 6.02  0.30
H: -15.73 32.26 14.51  0.39
H: -4.12 19.93 5.35  0.36
N: -4.85 24.74 18.35  -0.33
C: -15.31 29.51 16.35  -0.63
C: -21.75 26.73 13.19  -0.46
H: -3.11 22.81 20.77  0.41
N: -20.83 28.86 12.59  -0.21
H: -2.21 19.47 3.83  0.35
H: -19.70 27.35 13.51  0.32
H: -10.43 28.35 9.24  0.33
H: -17.42 13.16 3.79  0.32
H: -23.58 25.61 11.83  0.33
O: -6.49 20.05 6.05  -0.35
H: -14.22 13.09 15.76  0.34
H: -15.69 15.45 16.73  0.30
O: -10.47 27.84 8.44  -0.63
C: -22.12 29.55 12.73  -0.59
H: -15.32 29.46 10.99  0.23
H: -20.83 28.44 11.67  0.26
H: -15.85 12.75 16.42  0.35
C: -15.03 30.61 13.35  -0.48
O: -15.70 14.32 14.97  -0.26
H: -15.62 7.40 12.60  0.33
H: -0.69 25.22 20.20  0.29
O: -21.59 26.36 11.82  -0.30
H: -15.13 11.02 14.97  0.30
H: -16.48 11.76 14.15  0.31
C: -18.99 23.27 19.77  0.65
H: -10.60 22.71 21.08  0.15
H: -14.40 19.59 5.09  0.15
O: -20.22 23.22 19.78  -0.68
H: -14.54 15.61 10.01  0.27
C: -4.57 23.77 19.45  -0.92
H: -6.98 31.73 13.72  0.22
H: -6.15 25.01 16.00  0.38
H: -4.65 25.95 15.78  0.28
H: -16.68 30.94 14.78  0.32
C: -5.07 24.95 15.87  -0.59
C: -15.47 11.94 14.50  -0.42
O: -16.06 15.70 8.46  -0.28
H: -17.92 21.96 10.24  0.33
H: -17.00 13.95 5.95  0.21
C: -3.08 23.59 20.01  -0.42
O: -8.67 30.38 12.49  -0.68
H: -17.67 11.12 6.90  0.41
C: -18.17 12.37 3.91  -0.77
C: -4.38 24.21 17.10  -0.46
O: -12.83 23.39 19.13  -0.62

Net charge: 0
Lowest unoccupied orbital energy: 0.1640 eV
HOMO level: -8.48 eV
Gap between HOMO and LUMO: 0.3175 hartree



> The lowest net charge belongs to which entry?

C24H27ClKN4O2S2



> The lowest net charge belongs to which entry?

C24H27ClKN4O2S2